Entry 1:
The following is a DFT calculation (ωB97M-V with the def2-TZVPD basis set) of a structure of composition C18H41OP3SeZr.

Results
HOMO level (spin up / spin down) in eV: -20.3 / -20.3
Gap between HOMO and LUMO (spin up / spin down) in Eh: 0.127 / 0.127

ORCA input file:
```
! RIJCOSX wB97M-V def2-TZVPD def2/J DEFGRID3
* xyz 4 1
Zr -0.37 -0.58 -0.09
P -0.29 0.40 2.68
P -3.00 -0.56 -0.28
P -0.17 2.24 -0.37
H 4.07 -1.60 0.18
C 4.40 -0.63 0.60
C 4.23 -0.39 1.91
H 3.91 -1.20 2.60
C 0.15 -0.92 3.88
C -1.93 0.92 3.31
C 0.84 1.68 3.34
C -3.48 -0.94 -1.98
C -3.92 -1.82 0.67
C -3.93 0.96 0.07
C 1.60 2.64 -0.13
C -1.02 3.44 0.72
C -0.46 3.06 -1.99
H 4.69 0.14 -0.12
H 4.53 0.55 2.39
H 1.08 -1.37 3.53
H -0.63 -1.68 3.90
H 0.31 -0.52 4.89
H -2.66 0.15 3.03
H -2.22 1.86 2.84
H -1.94 1.04 4.40
H 1.87 1.34 3.17
H 0.71 1.87 4.42
H 0.72 2.63 2.81
H -4.53 -1.23 -1.98
H -2.85 -1.75 -2.35
H -3.33 -0.07 -2.64
H -4.92 -1.94 0.26
H -3.99 -1.51 1.72
H -3.39 -2.78 0.64
H -4.99 0.80 -0.12
H -3.57 1.78 -0.56
H -3.79 1.26 1.12
H 1.84 3.57 -0.66
H 2.22 1.82 -0.53
H 1.83 2.76 0.93
H -0.94 4.45 0.29
H -0.57 3.44 1.71
H -2.08 3.18 0.79
H -0.11 4.10 -1.95
H -1.54 3.03 -2.21
H 0.07 2.52 -2.79
C 1.62 -0.83 -3.49
C 2.87 -1.19 -2.96
C 3.92 -1.50 -3.83
C 3.68 -1.52 -5.22
C 2.39 -1.34 -5.74
C 1.33 -1.05 -4.86
Se 0.38 0.19 -2.53
H -1.17 -2.00 -0.72
H 3.00 -1.16 -1.88
H 4.91 -1.69 -3.42
H 4.51 -1.74 -5.89
H 2.20 -1.40 -6.82
H 0.32 -0.91 -5.24
C -0.68 -3.48 1.98
O 0.05 -2.47 1.21
H -0.93 -4.34 1.34
H -1.61 -3.03 2.39
H -0.03 -3.77 2.83
H 0.81 -2.94 0.78
*
```

natural (NBO) atomic charge list, values in e, 5 entries: number 1, Zr, carries 1.4969; number 2, P, carries 0.8424; number 3, P, carries 0.8672; number 4, P, carries 0.8028; number 5, H, carries 0.1721

Entry 2:
The following is a DFT calculation (ωB97M-V with the def2-TZVPD basis set) of an isolated molecule of C6H11NO.

Results
HOMO level in eV: -8.4
Energy above the lowest of the compared OMol25 structures with the same formula, charge and spin in kcal/mol: 46.5
Gap between HOMO and LUMO in Eh: 0.336

ORCA input file:
```
! RIJCOSX wB97M-V def2-TZVPD def2/J DEFGRID3
* xyz 0 1
C 0.89 0.82 -1.26
C 0.29 -1.62 0.41
C -2.02 -0.69 0.80
C -0.46 0.44 -0.77
C -0.63 -0.44 0.25
C 1.71 1.26 -0.03
O -1.40 1.40 -1.07
N 2.93 1.05 0.06
H -2.22 1.22 -0.60
H 3.39 1.42 0.90
H 1.40 -0.03 -1.71
H 0.80 1.66 -1.95
H 0.89 1.61 0.77
H -0.03 -2.47 -0.20
H 1.31 -1.38 0.11
H -2.32 0.10 1.50
H 0.32 -1.93 1.45
H -2.07 -1.64 1.32
H -2.78 -0.77 0.01
*
```

natural (NBO) atomic charge list, values in e, 5 entries: number 1, C, carries -0.5391; number 2, C, carries -0.6317; number 3, C, carries -0.6602; number 4, C, carries 0.3316; number 5, C, carries -0.1142

Entry 3:
The following is a DFT calculation (ωB97M-V with the def2-TZVPD basis set) of a structure of composition C5H9CrO3.

Results
HOMO level (spin up / spin down) in eV: -11.0 / -10.9
Energy above the lowest of the compared OMol25 structures with the same formula, charge and spin in kcal/mol: 165.3
Gap between HOMO and LUMO (spin up / spin down) in Eh: 0.158 / 0.170
⟨S²⟩: 6.17

ORCA input file:
```
! RIJCOSX wB97M-V def2-TZVPD def2/J DEFGRID3
* xyz 1 5
O -1.27 -1.86 0.36
C -0.65 -0.66 0.55
C -1.66 0.48 0.75
O -1.17 1.38 -0.24
C -0.72 0.49 -1.21
C 0.64 0.60 -1.61
O 1.10 -0.45 -0.07
C 1.98 0.20 0.81
Cr -1.03 -3.37 -0.47
H -0.16 -0.73 1.55
H -1.60 0.95 1.74
H -2.68 0.12 0.51
H -1.46 0.06 -1.90
H 0.86 0.15 -2.58
H 1.13 1.54 -1.36
H 2.39 -0.55 1.50
H 2.83 0.67 0.27
H 1.45 0.97 1.39
*
```

natural (NBO) atomic charge list, values in e, 5 entries: number 1, O, carries -0.7530; number 2, C, carries 0.2719; number 3, C, carries -0.0996; number 4, O, carries -0.5190; number 5, C, carries -0.0580

Entry 4:
The following is a DFT calculation (ωB97M-V with the def2-TZVPD basis set) of a structure of composition C5H7Cl.

Results
HOMO level in eV: -8.3
Energy above the lowest of the compared OMol25 structures with the same formula, charge and spin in kcal/mol: 136.2
Gap between HOMO and LUMO in Eh: 0.287

ORCA input file:
```
! RIJCOSX wB97M-V def2-TZVPD def2/J DEFGRID3
* xyz 0 1
C -1.27 -0.40 -0.28
C 0.25 1.49 0.85
C 0.49 0.37 0.24
C -2.14 -1.64 -0.59
C 1.66 -0.13 -0.51
Cl -1.94 -3.01 0.36
H -1.78 -0.11 0.75
H -1.52 0.32 -0.95
H -0.80 1.66 1.10
H 1.13 2.16 1.09
H 1.82 0.45 -1.45
H 1.58 -1.19 -0.83
H 2.52 0.04 0.21
*
```

natural (NBO) atomic charge list, values in e, 5 entries: number 1, C, carries -0.5984; number 2, C, carries -0.4784; number 3, C, carries 0.1323; number 4, C, carries 0.0044; number 5, C, carries -0.6978

Entry 5:
The following is a DFT calculation (ωB97M-V with the def2-TZVPD basis set) of an isolated molecule of C32H39F5O2Si.

Results
HOMO level in eV: -8.4
Gap between HOMO and LUMO in Eh: 0.253

ORCA input file:
```
! RIJCOSX wB97M-V def2-TZVPD def2/J DEFGRID3
* xyz 0 1
C -3.84 -9.16 0.90
C -3.09 -7.90 0.13
C -3.60 -7.26 -1.32
C -2.83 -5.97 -2.00
C -3.29 -5.25 -3.43
C -3.81 -3.70 -3.06
C -3.60 -2.64 -4.29
C -2.93 -1.20 -3.86
F -1.78 -1.30 -2.92
F -2.38 -0.56 -5.11
C -3.98 -0.12 -3.22
F -3.14 0.81 -2.37
F -5.05 -0.72 -2.39
F -4.53 0.75 -4.31
C -1.51 -5.37 -1.18
C -0.99 -6.00 0.28
C -1.76 -7.29 0.95
C 0.32 -5.24 0.99
O 1.27 -5.87 1.68
C 0.39 -3.59 0.71
C 0.91 -2.53 1.89
C -0.45 -2.08 2.70
C -0.29 -0.74 3.64
C 0.72 0.41 3.04
C 0.06 1.91 3.37
C 0.66 2.99 2.29
C 2.02 3.72 2.91
C 2.22 5.27 2.41
Si 2.38 5.50 0.50
C 0.76 6.42 -0.09
C 2.60 3.86 -0.49
C 3.89 6.64 0.02
C 4.03 8.22 0.50
C 5.33 9.06 -0.03
C 6.52 8.45 -1.00
C 6.39 6.88 -1.47
C 5.08 5.99 -0.95
C -0.07 -3.03 -0.63
C -0.63 -4.08 -1.80
O -0.36 -3.93 -3.09
H -4.30 -8.70 1.90
H -3.04 -9.95 1.25
H -4.74 -9.61 0.30
H -4.52 -7.72 -1.90
H -4.18 -5.81 -3.96
H -2.38 -5.20 -4.16
H -3.35 -3.29 -2.06
H -4.98 -3.81 -2.87
H -3.01 -3.06 -5.21
H -4.69 -2.38 -4.70
H -1.39 -7.77 1.97
H 1.44 -1.66 1.31
H 1.61 -3.16 2.58
H -1.33 -2.03 1.92
H -0.71 -2.98 3.44
H -0.04 -1.06 4.76
H -1.37 -0.25 3.71
H 1.78 0.27 3.50
H 0.71 0.32 1.86
H -1.12 1.89 3.20
H 0.29 2.15 4.49
H -0.14 3.78 1.93
H 1.03 2.42 1.32
H 1.83 3.77 4.09
H 2.96 3.04 2.75
H 3.19 5.67 2.91
H 1.31 5.90 2.81
H 0.80 7.48 0.42
H -0.20 5.81 0.27
H 0.80 6.56 -1.26
H 1.53 3.35 -0.61
H 3.34 3.16 0.08
H 2.94 4.12 -1.60
H 3.20 8.67 1.18
H 5.42 10.19 0.27
H 7.44 9.07 -1.41
H 7.20 6.42 -2.18
H 5.07 4.86 -1.32
H -0.07 -1.88 -0.89
*
```

Löwdin atomic charge list, values in e, 5 entries: number 1, C, carries -0.1265; number 2, C, carries -0.1558; number 3, C, carries 0.0213; number 4, C, carries -0.0740; number 5, C, carries -0.1574

Entry 6:
The following is a DFT calculation (ωB97M-V with the def2-TZVPD basis set) of a cluster of 2 separate species, C5H13NO2 in total.

Results
HOMO level in eV: -9.9
Energy above the lowest of the compared OMol25 structures with the same formula, charge and spin in kcal/mol: 17.1
Gap between HOMO and LUMO in Eh: 0.394

ORCA input file:
```
! RIJCOSX wB97M-V def2-TZVPD def2/J DEFGRID3
* xyz 0 1
C -0.70 -0.81 0.97
C -2.21 -0.91 0.70
C 0.11 -0.52 -0.27
N 1.46 -0.68 -0.18
C 2.17 -0.26 1.01
C 2.17 1.23 1.33
O -0.42 -0.15 -1.31
H -0.59 -0.06 1.75
H -0.36 -1.74 1.42
H -2.55 -0.86 -0.33
H -2.53 -1.89 1.01
H -2.68 -0.15 1.33
H 1.93 -0.61 -1.07
H 1.71 -0.76 1.86
H 3.15 -0.71 0.98
H 2.35 1.35 2.39
H 1.25 1.74 1.06
H 2.89 1.84 0.77
H -1.58 0.96 -1.98
H -3.02 1.41 -2.47
O -2.18 1.71 -2.12
*
```

natural (NBO) atomic charge list, values in e, 5 entries: number 1, C, carries -0.5236; number 2, C, carries -0.6044; number 3, C, carries 0.7105; number 4, N, carries -0.6193; number 5, C, carries -0.2239

| no. | total energy (eV) | strongest force on any atom (eV/A) |
| --- | --- | --- |
| 1 | -115826.6239 | 3.09 |
| 2 | -9936.4375 | 2.84 |
| 3 | -39879.0649 | 2.54 |
| 4 | -17814.5724 | 4.85 |
| 5 | -59350.3125 | 8.23 |
| 6 | -10981.1390 | 1.01 |